Computed, not measured: a 4-piece molecular cluster, C51H81BClF3N2O8S overall, with wB97M-V/def2-TZVPD.

Summary:
HOMO energy	-8.66	eV
net charge	0
structure (SMILES)	CCOB(O)[C@H](Cl)O[C@@H](Cc1cccc(C)c1)[C@@H](CCC(=O)Nc1ccccc1)O[C@@](c1ccccc1)(N(C)C(C)=O)S(=O)(=O)C(F)(F)F.CCCCCC.CCCCCC.CCCCCC
HOMO-LUMO gap	0.333	Eh

Last columns: bonded neighbours and bond lengths (Å).
Positions of all 148 atoms, in Å:
1 C -1.054 -7.564 1.435  C2 1.529, H50 1.088, H51 1.086, H52 1.085
2 C 0.390 -8.025 1.635  C1 1.529, O3 1.429, H53 1.090, H54 1.087
3 O 1.302 -6.941 1.449  C2 1.429, B4 1.355
4 B 1.971 -6.813 0.277  O3 1.355, O5 1.381, C6 1.605
5 O 2.738 -7.839 -0.240  B4 1.381, H55 0.960
6 C 1.915 -5.404 -0.491  B4 1.605, Cl7 1.830, O8 1.384, H56 1.085
7 Cl 1.386 -5.864 -2.182  C6 1.830
8 O 3.162 -4.803 -0.461  C6 1.384, C9 1.425
9 C 3.342 -3.452 -0.876  O8 1.425, C10 1.523, C18 1.559, H57 1.085
10 C 3.219 -3.231 -2.379  C9 1.523, C11 1.512, H58 1.084, H59 1.093
11 C 4.191 -4.029 -3.219  C10 1.512, C12 1.393, C17 1.391
12 C 4.091 -3.916 -4.603  C11 1.393, C13 1.384, H60 1.082
13 C 4.946 -4.621 -5.432  C12 1.384, C14 1.387, H61 1.081
14 C 5.912 -5.458 -4.894  C13 1.387, C15 1.392, H62 1.081
15 C 6.029 -5.591 -3.513  C14 1.392, C16 1.502, C17 1.393
16 C 7.059 -6.502 -2.910  C15 1.502, H63 1.090, H64 1.087, H65 1.087
17 C 5.170 -4.865 -2.692  C11 1.391, C15 1.393, H66 1.080
18 C 2.574 -2.376 -0.049  C9 1.559, C19 1.530, O30 1.437, H67 1.086
19 C 1.380 -1.709 -0.734  C18 1.530, C20 1.529, H68 1.088, H69 1.087
20 C 0.188 -2.602 -1.085  C19 1.529, C21 1.508, H70 1.084, H71 1.096
21 C -0.708 -2.977 0.069  C20 1.508, O22 1.205, N23 1.420
22 O -1.291 -4.031 0.114  C21 1.205
23 N -0.830 -1.986 1.078  C21 1.420, C24 1.446, H72 1.019
24 C -1.852 -0.997 0.815  N23 1.446, C25 1.390, C29 1.386
25 C -3.133 -1.325 0.383  C24 1.390, C26 1.388, H73 1.080
26 C -4.068 -0.321 0.172  C25 1.388, C27 1.388, H74 1.080
27 C -3.732 1.011 0.376  C26 1.388, C28 1.388, H75 1.080
28 C -2.439 1.327 0.771  C27 1.388, C29 1.382, H76 1.081
29 C -1.505 0.333 0.994  C24 1.386, C28 1.382, H77 1.081
30 O 2.138 -2.855 1.233  C18 1.437, C31 1.405
31 C 2.776 -2.604 2.459  O30 1.405, C32 1.538, N38 1.456, S43 1.893
32 C 2.596 -1.210 3.081  C31 1.538, C33 1.393, C37 1.393
33 C 2.378 -0.046 2.347  C32 1.393, C34 1.388, H78 1.074
34 C 2.247 1.180 2.982  C33 1.388, C35 1.387, H79 1.078
35 C 2.343 1.269 4.363  C34 1.387, C36 1.385, H80 1.080
36 C 2.597 0.121 5.096  C35 1.385, C37 1.384, H81 1.080
37 C 2.726 -1.102 4.463  C32 1.393, C36 1.384, H82 1.077
38 N 2.237 -3.589 3.386  C31 1.456, C39 1.481, C40 1.452
39 C 2.731 -4.964 3.143  N38 1.481, H83 1.081, H84 1.085, H85 1.086
40 C 0.786 -3.568 3.349  N38 1.452, C41 1.504, O42 1.203
41 C 0.086 -2.549 4.205  C40 1.504, H86 1.086, H87 1.086, H88 1.085
42 O 0.167 -4.390 2.724  C40 1.203
43 S 4.645 -2.902 2.482  C31 1.893, O44 1.435, O45 1.432, C46 1.887
44 O 5.014 -3.028 3.862  S43 1.435
45 O 5.051 -3.912 1.552  S43 1.432
46 C 5.608 -1.370 1.945  S43 1.887, F47 1.336, F48 1.333, F49 1.323
47 F 5.541 -1.177 0.625  C46 1.336
48 F 6.862 -1.680 2.274  C46 1.333
49 F 5.254 -0.261 2.574  C46 1.323
50 H -1.050 -6.601 0.930  C1 1.088
51 H -1.602 -8.268 0.815  C1 1.086
52 H -1.554 -7.431 2.389  C1 1.085
53 H 0.630 -8.839 0.951  C2 1.090
54 H 0.535 -8.406 2.642  C2 1.087
55 H 2.350 -8.297 -0.989  O5 0.960
56 H 1.132 -4.774 -0.082  C6 1.085
57 H 4.394 -3.277 -0.677  C9 1.085
58 H 2.216 -3.415 -2.747  C10 1.084
59 H 3.451 -2.178 -2.556  C10 1.093
60 H 3.328 -3.283 -5.039  C12 1.082
61 H 4.866 -4.530 -6.506  C13 1.081
62 H 6.574 -6.004 -5.553  C14 1.081
63 H 8.050 -6.053 -2.972  C16 1.090
64 H 6.855 -6.674 -1.857  C16 1.087
65 H 7.085 -7.463 -3.418  C16 1.087
66 H 5.275 -4.994 -1.625  C17 1.080
67 H 3.297 -1.579 0.103  C18 1.086
68 H 1.719 -1.160 -1.609  C19 1.088
69 H 0.993 -0.961 -0.048  C19 1.087
70 H 0.427 -3.514 -1.619  C20 1.084
71 H -0.458 -2.022 -1.754  C20 1.096
72 H -1.075 -2.500 1.923  N23 1.019
73 H -3.406 -2.357 0.218  C25 1.080
74 H -5.066 -0.569 -0.156  C26 1.080
75 H -4.453 1.799 0.217  C27 1.080
76 H -2.173 2.367 0.906  C28 1.081
77 H -0.499 0.590 1.296  C29 1.081
78 H 2.311 -0.056 1.275  C33 1.074
79 H 2.079 2.069 2.395  C34 1.078
80 H 2.234 2.214 4.875  C35 1.080
81 H 2.687 0.169 6.171  C36 1.080
82 H 2.938 -1.978 5.053  C37 1.077
83 H 2.021 -5.679 3.533  C39 1.081
84 H 2.903 -5.162 2.090  C39 1.085
85 H 3.670 -5.095 3.673  C39 1.086
86 H 0.598 -2.459 5.159  C41 1.086
87 H 0.075 -1.570 3.735  C41 1.086
88 H -0.917 -2.919 4.392  C41 1.085
89 C -1.263 6.895 -2.227  C90 1.526, H95 1.092, H96 1.091, H97 1.092
90 C -2.646 6.665 -2.829  C89 1.526, C91 1.528, H98 1.093, H99 1.093
91 C -3.683 6.191 -1.811  C90 1.528, C92 1.529, H100 1.094, H101 1.095
92 C -3.355 4.852 -1.151  C91 1.529, C93 1.526, H102 1.096, H103 1.095
93 C -3.165 3.684 -2.115  C92 1.526, C94 1.526, H104 1.091, H105 1.094
94 C -4.412 3.350 -2.929  C93 1.526, H106 1.093, H107 1.091, H108 1.091
95 H -0.846 5.976 -1.809  C89 1.092
96 H -0.563 7.256 -2.982  C89 1.091
97 H -1.305 7.639 -1.428  C89 1.092
98 H -2.572 5.948 -3.652  C90 1.093
99 H -3.000 7.599 -3.273  C90 1.093
100 H -4.659 6.132 -2.300  C91 1.094
101 H -3.786 6.949 -1.028  C91 1.095
102 H -4.160 4.603 -0.451  C92 1.096
103 H -2.452 4.958 -0.542  C92 1.095
104 H -2.880 2.808 -1.530  C93 1.091
105 H -2.328 3.882 -2.790  C93 1.094
106 H -5.252 3.109 -2.273  C94 1.093
107 H -4.235 2.488 -3.573  C94 1.091
108 H -4.713 4.180 -3.569  C94 1.091
109 C 0.276 2.987 -1.309  C110 1.525, H115 1.091, H116 1.091, H117 1.094
110 C 1.635 2.335 -1.543  C109 1.525, C111 1.527, H118 1.094, H119 1.092
111 C 2.776 3.337 -1.705  C110 1.527, C112 1.530, H120 1.094, H121 1.095
112 C 2.631 4.280 -2.901  C111 1.530, C113 1.528, H122 1.094, H123 1.094
113 C 2.496 3.581 -4.253  C112 1.528, C114 1.526, H124 1.093, H125 1.094
114 C 3.710 2.735 -4.626  C113 1.526, H126 1.092, H127 1.090, H128 1.091
115 H -0.025 3.603 -2.157  C109 1.091
116 H -0.490 2.222 -1.169  C109 1.091
117 H 0.288 3.619 -0.416  C109 1.094
118 H 1.580 1.680 -2.417  C110 1.094
119 H 1.865 1.685 -0.696  C110 1.092
120 H 3.721 2.791 -1.781  C111 1.094
121 H 2.852 3.941 -0.795  C111 1.095
122 H 3.501 4.942 -2.928  C112 1.094
123 H 1.765 4.931 -2.750  C112 1.094
124 H 2.345 4.343 -5.021  C113 1.093
125 H 1.598 2.957 -4.266  C113 1.094
126 H 4.614 3.347 -4.657  C114 1.092
127 H 3.582 2.280 -5.608  C114 1.090
128 H 3.876 1.927 -3.911  C114 1.091
129 C -7.127 4.343 0.511  C130 1.526, H135 1.091, H136 1.092, H137 1.092
130 C -6.369 4.839 1.739  C129 1.526, C131 1.528, H138 1.093, H139 1.094
131 C -7.095 4.561 3.054  C130 1.528, C132 1.530, H140 1.093, H141 1.094
132 C -8.456 5.246 3.192  C131 1.530, C133 1.528, H142 1.094, H143 1.093
133 C -8.426 6.767 3.053  C132 1.528, C134 1.526, H144 1.093, H145 1.094
134 C -7.583 7.460 4.120  C133 1.526, H146 1.092, H147 1.091, H148 1.091
135 H -8.093 4.838 0.404  C129 1.091
136 H -6.559 4.539 -0.400  C129 1.092
137 H -7.304 3.266 0.573  C129 1.092
138 H -6.162 5.908 1.638  C130 1.093
139 H -5.394 4.344 1.773  C130 1.094
140 H -6.449 4.861 3.885  C131 1.093
141 H -7.236 3.481 3.160  C131 1.094
142 H -8.876 4.987 4.169  C132 1.094
143 H -9.148 4.836 2.452  C132 1.093
144 H -9.451 7.139 3.114  C133 1.093
145 H -8.061 7.047 2.060  C133 1.094
146 H -7.954 7.225 5.120  C134 1.092
147 H -7.614 8.543 3.998  C134 1.091
148 H -6.537 7.155 4.070  C134 1.091